Record 1
Below is C19H28CoN7OS2 as an isolated structure in a non-equilibrium geometry, with properties calculated with ωB97M-V/def2-TZVPD.

Properties
LUMO level (spin up / spin down): -0.253 / -0.332 hartree
DFT total energy: -91918.1756 eV
energy above the lowest of the compared OMol25 structures with the same formula, charge and spin: 49.6 kcal per mole
total charge: +2
HOMO (spin up / spin down): -0.5276 / -0.5254 Ha
maximum force: 3.43 eV/A
molecular weight: 493.5 u
spin multiplicity: 5
orbital gap (spin up / spin down): 7.46 / 5.27 eV

Last column: Löwdin spin population.
Cartesian coordinates (Å):
Co  -4.090  16.609  -0.240  2.757
C  -5.385  16.897  6.338  0.000
C  -5.462  17.633  4.998  -0.004
N  -4.419  17.223  4.078  -0.046
C  -4.454  17.273  2.752  0.045
S  -3.089  16.713  1.760  0.562
N  -5.558  17.592  2.128  0.224
N  -5.525  17.342  0.803  0.043
C  -6.488  17.857  0.085  0.108
C  -7.462  18.833  0.653  0.014
C  -6.362  17.727  -1.365  0.005
C  -7.234  18.271  -2.362  0.022
C  -7.002  18.010  -3.692  0.000
C  -5.809  17.383  -4.106  0.028
C  -4.975  16.929  -3.139  0.009
N  -5.258  17.051  -1.842  0.068
H  -6.323  16.638  6.781  0.000
H  -4.926  17.494  7.132  0.000
H  -4.822  16.011  6.124  0.000
H  -5.458  18.733  5.158  -0.002
H  -6.371  17.511  4.445  -0.001
H  -3.609  16.738  4.502  0.002
H  -7.792  18.593  1.629  0.001
H  -8.449  18.764  0.049  0.002
H  -7.111  19.878  0.566  0.005
H  -8.174  18.829  -2.102  0.001
H  -7.729  18.417  -4.419  0.000
H  -5.518  17.263  -5.192  0.001
H  -4.076  16.391  -3.418  0.001
S  0.092  17.578  -1.851  0.009
C  -1.007  18.893  -1.864  0.002
C  -2.272  18.533  -1.389  0.007
N  -2.319  17.209  -1.075  0.055
C  -1.213  16.577  -1.175  0.007
H  -0.717  19.854  -2.167  0.000
H  -3.117  19.219  -1.272  0.001
H  -0.932  15.590  -0.901  0.000
C  -6.816  13.721  -0.904  0.001
N  -6.097  13.666  0.358  0.003
C  -6.857  13.123  1.520  0.000
C  -6.265  11.823  1.980  0.000
C  -4.844  12.155  2.388  0.000
N  -4.131  13.042  1.458  0.004
C  -2.710  12.812  1.298  0.004
C  -4.746  13.744  0.473  0.008
O  -4.008  14.392  -0.366  0.049
H  -7.286  12.771  -1.025  0.000
H  -6.195  14.025  -1.766  0.000
H  -7.585  14.549  -0.874  0.000
H  -7.904  13.136  1.273  0.000
H  -6.741  13.783  2.400  0.000
H  -6.354  11.162  1.090  0.000
H  -6.893  11.347  2.739  0.000
H  -4.291  11.180  2.488  0.000
H  -4.731  12.606  3.405  0.000
H  -2.606  12.265  0.389  0.000
H  -2.363  12.389  2.222  0.000
H  -2.102  13.712  1.206  0.003



Record 2
Below is C11H16N3O4Ti as an isolated structure, with properties calculated with ωB97M-V/def2-TZVPD.

Properties
LUMO level (spin up / spin down): -0.298 / -0.299 hartree
DFT total energy: -47429.1174 eV
energy above the lowest of the compared OMol25 structures with the same formula, charge and spin: 0.0 kcal per mole
total charge: +2
HOMO (spin up / spin down): -0.6201 / -0.6405 Ha
maximum force: 0.49 eV/A
molecular weight: 302.1 u
spin multiplicity: 2
orbital gap (spin up / spin down): 8.77 / 9.28 eV

Last column: Löwdin spin population.
Cartesian coordinates (Å):
Ti  0.574  -1.172  -0.683  0.964
O  -2.756  -1.305  1.934  0.001
C  -1.610  -1.317  1.345  0.003
O  -1.444  -1.214  0.117  0.008
C  -0.408  -1.505  2.204  0.004
C  -0.342  -1.762  3.554  0.000
C  0.918  -2.065  4.089  0.007
C  2.029  -2.151  3.261  -0.002
C  1.854  -1.883  1.910  0.008
N  0.678  -1.527  1.427  -0.001
C  2.872  -2.043  0.800  0.002
O  4.024  -2.246  0.948  -0.003
O  2.227  -1.914  -0.405  -0.010
H  -3.497  -1.236  1.303  0.000
H  -1.235  -1.750  4.164  0.000
H  1.015  -2.270  5.147  0.000
H  3.005  -2.436  3.630  0.000
C  -2.135  1.284  -2.357  0.000
C  -0.728  1.658  -1.914  0.002
C  -0.152  2.767  -2.788  0.000
C  -0.692  2.044  -0.442  0.005
N  0.093  0.391  -2.134  -0.002
N  1.463  0.472  -1.664  0.005
H  -2.788  2.148  -2.241  0.000
H  -2.536  0.464  -1.762  0.000
H  -2.159  0.998  -3.410  0.000
H  -0.775  3.656  -2.699  0.000
H  -0.139  2.479  -3.841  0.000
H  0.859  3.059  -2.494  0.000
H  -1.303  2.937  -0.313  0.000
H  0.304  2.307  -0.076  0.000
H  -1.119  1.269  0.195  0.002
H  0.084  0.214  -3.138  0.001
H  1.678  1.386  -1.274  0.003
H  2.141  0.264  -2.396  0.001



Record 3
Below is C19H16CdN4O4S2Te as an isolated structure, with properties calculated with ωB97M-V/def2-TZVPD.

Properties
LUMO level: 0.136 hartree
DFT total energy: -67643.7790 eV
energy above the lowest of the compared OMol25 structures with the same formula, charge and spin: 6.7 kcal per mole
total charge: -2
HOMO: 0.0068 Ha
maximum force: 0.92 eV/A
molecular weight: 668.5 u
orbital gap: 3.51 eV

Last column: Mulliken charge in e.
Cartesian coordinates (Å):
Cd  -0.523  0.478  -0.464  1.099
N  -1.006  -1.271  4.079  -0.009
C  -0.191  -0.270  4.562  0.562
C  0.174  0.119  5.845  -1.150
C  1.014  1.216  5.944  -0.301
C  1.466  1.904  4.809  -0.488
C  1.098  1.517  3.534  -0.647
C  0.270  0.404  3.420  0.106
N  -0.258  -0.170  2.285  0.459
C  -1.000  -1.148  2.703  0.204
C  -1.734  -2.012  1.803  -0.650
C  -2.494  -3.105  2.116  -0.247
S  -3.105  -3.802  0.673  -0.235
C  -2.345  -2.564  -0.241  -0.285
N  -1.667  -1.718  0.467  0.095
H  -1.571  -1.895  4.623  0.212
H  -0.184  -0.398  6.728  0.348
H  1.323  1.559  6.924  0.344
H  2.104  2.768  4.943  0.361
H  1.399  2.044  2.640  0.421
H  -2.695  -3.520  3.088  0.345
H  -2.391  -2.485  -1.321  0.528
C  3.676  -5.621  -1.866  -1.388
C  2.705  -4.539  -2.258  1.108
C  2.546  -4.160  -3.585  -0.704
C  1.663  -3.146  -3.936  -0.313
C  0.922  -2.501  -2.962  0.031
C  1.072  -2.869  -1.632  -0.310
C  1.955  -3.878  -1.288  -1.085
S  -0.200  -1.158  -3.400  1.287
O  -1.496  -1.533  -2.835  -0.788
O  -0.169  -1.158  -4.857  -0.842
N  0.299  0.124  -2.701  -0.568
C  1.727  0.385  -2.654  -0.628
C  2.403  0.075  -1.295  0.611
O  3.637  0.018  -1.288  -0.808
O  1.643  -0.059  -0.283  -0.757
H  4.299  -5.914  -2.712  0.344
H  3.156  -6.513  -1.507  0.290
H  4.334  -5.281  -1.064  0.319
H  3.132  -4.651  -4.356  0.267
H  1.539  -2.841  -4.967  0.475
H  0.534  -2.338  -0.858  0.443
H  2.085  -4.134  -0.242  0.339
H  1.898  1.451  -2.839  0.431
H  2.293  -0.155  -3.421  0.293
Te  -1.989  2.587  0.352  -1.120



Record 4
Below is C18H22Cl2F20HfNO14P3S2 as an isolated structure in a non-equilibrium geometry, with properties calculated with ωB97M-V/def2-TZVPD.

Properties
LUMO level: -0.157 hartree
DFT total energy: -179425.0127 eV
energy above the lowest of the compared OMol25 structures with the same formula, charge and spin: 143.4 kcal per mole
HOMO: -0.3278 Ha
maximum force: 8.59 eV/A
molecular weight: 1262.8 u
orbital gap: 4.66 eV

Last column: Mulliken charge in e.
Cartesian coordinates (Å):
Hf  1.720  -0.090  -2.950  1.881
P  0.019  2.651  -3.051  1.172
F  1.083  2.081  -4.094  -0.414
F  -1.029  3.070  -4.231  -0.336
F  -0.453  1.101  -3.054  -0.041
F  -0.897  3.124  -1.787  -0.236
F  1.192  2.055  -2.090  -0.511
F  0.927  4.085  -3.101  -0.405
P  2.586  -3.305  -3.176  1.220
F  3.909  -2.369  -3.075  -0.317
F  3.224  -4.129  -4.437  -0.346
F  3.134  -4.300  -2.065  -0.371
F  1.240  -4.176  -3.430  -0.348
F  1.921  -2.453  -2.006  -0.363
F  1.989  -2.076  -4.101  -0.526
P  0.580  0.073  0.589  3.488
F  1.680  -0.887  1.419  -0.503
F  0.934  -0.614  -0.815  -0.817
F  -0.526  -1.097  0.748  -0.691
F  -0.506  0.972  -0.230  -0.492
F  0.229  0.708  1.981  -0.300
F  1.774  1.079  0.157  -0.159
N  3.462  0.619  -1.839  0.133
S  4.440  1.945  -1.853  0.777
O  5.766  1.835  -2.508  -0.568
O  4.324  2.970  -0.849  -0.473
F  3.460  2.509  -3.012  -0.253
S  4.502  0.028  -0.541  0.923
O  4.339  0.611  0.743  -0.456
O  5.791  -0.538  -0.914  -0.545
F  3.692  -1.306  -0.423  -0.218
Cl  1.386  3.948  2.810  -0.201
C  0.904  4.564  1.147  0.353
C  -0.497  4.996  1.359  -0.793
Cl  -1.833  3.751  1.404  -0.094
H  0.985  3.722  0.459  -0.485
H  1.487  5.423  0.814  0.376
H  -0.803  5.553  0.473  0.318
H  -0.596  5.787  2.103  0.442
C  -0.921  -2.541  -2.030  -1.076
O  -0.377  -1.536  -2.958  0.126
C  -1.038  -1.779  -4.238  -1.010
C  -0.936  -0.667  -5.226  -0.844
O  0.450  -0.143  -5.081  0.220
C  0.773  0.446  -6.366  -1.220
H  -0.939  -3.542  -2.460  0.472
H  -1.972  -2.295  -1.881  0.391
H  -0.417  -2.551  -1.064  0.252
H  -2.109  -1.943  -4.127  0.624
H  -0.688  -2.713  -4.677  0.380
H  -1.729  0.003  -4.893  0.290
H  -1.225  -0.954  -6.236  0.585
H  0.853  -0.183  -7.253  0.424
H  1.503  1.251  -6.455  0.373
H  -0.040  1.091  -6.698  0.406
C  0.851  -2.946  6.653  -0.779
C  0.130  -3.862  6.023  0.708
C  -0.274  -3.753  4.553  0.258
O  -0.723  -4.686  3.863  -0.634
C  0.126  -2.394  3.996  -0.540
C  0.796  -1.439  4.668  0.714
C  1.235  -1.632  6.108  0.492
O  1.876  -0.821  6.830  -0.612
O  1.137  -0.176  4.176  -0.615
O  -0.269  -4.943  6.697  -0.536
H  1.105  -3.090  7.693  0.409
H  -0.151  -2.131  2.985  0.409
H  1.051  -0.155  3.220  0.186
H  -0.817  -5.390  6.047  0.313
C  -5.303  0.898  1.864  -1.009
C  -5.742  1.613  2.989  0.544
C  -4.904  1.782  4.222  0.431
O  -5.191  2.369  5.267  -0.585
C  -3.558  1.085  4.026  -0.614
C  -3.256  0.251  3.016  0.255
C  -4.080  0.094  1.781  1.103
O  -3.746  -0.599  0.794  -0.657
O  -2.085  -0.370  2.950  -0.053
O  -6.943  2.227  2.988  -0.539
H  -6.042  0.892  1.077  0.405
H  -2.786  1.183  4.775  0.480
H  -2.057  -0.596  2.018  -0.087
H  -7.106  2.726  3.792  0.339



What did the second record say?
Below is C11H16N3O4Ti as an isolated structure, with properties calculated with ωB97M-V/def2-TZVPD.

Properties
LUMO level (spin up / spin down): -0.298 / -0.299 hartree
DFT total energy: -47429.1174 eV
energy above the lowest of the compared OMol25 structures with the same formula, charge and spin: 0.0 kcal per mole
total charge: +2
HOMO (spin up / spin down): -0.6201 / -0.6405 Ha
maximum force: 0.49 eV/A
molecular weight: 302.1 u
spin multiplicity: 2
orbital gap (spin up / spin down): 8.77 / 9.28 eV

Last column: Löwdin spin population.
Cartesian coordinates (Å):
Ti  0.574  -1.172  -0.683  0.964
O  -2.756  -1.305  1.934  0.001
C  -1.610  -1.317  1.345  0.003
O  -1.444  -1.214  0.117  0.008
C  -0.408  -1.505  2.204  0.004
C  -0.342  -1.762  3.554  0.000
C  0.918  -2.065  4.089  0.007
C  2.029  -2.151  3.261  -0.002
C  1.854  -1.883  1.910  0.008
N  0.678  -1.527  1.427  -0.001
C  2.872  -2.043  0.800  0.002
O  4.024  -2.246  0.948  -0.003
O  2.227  -1.914  -0.405  -0.010
H  -3.497  -1.236  1.303  0.000
H  -1.235  -1.750  4.164  0.000
H  1.015  -2.270  5.147  0.000
H  3.005  -2.436  3.630  0.000
C  -2.135  1.284  -2.357  0.000
C  -0.728  1.658  -1.914  0.002
C  -0.152  2.767  -2.788  0.000
C  -0.692  2.044  -0.442  0.005
N  0.093  0.391  -2.134  -0.002
N  1.463  0.472  -1.664  0.005
H  -2.788  2.148  -2.241  0.000
H  -2.536  0.464  -1.762  0.000
H  -2.159  0.998  -3.410  0.000
H  -0.775  3.656  -2.699  0.000
H  -0.139  2.479  -3.841  0.000
H  0.859  3.059  -2.494  0.000
H  -1.303  2.937  -0.313  0.000
H  0.304  2.307  -0.076  0.000
H  -1.119  1.269  0.195  0.002
H  0.084  0.214  -3.138  0.001
H  1.678  1.386  -1.274  0.003
H  2.141  0.264  -2.396  0.001



Question: The highest molecular weight belongs to which entry?
Answer: C18H22Cl2F20HfNO14P3S2